Record 1
Molecular formula: C5H22N2O6
Method: DFT, wB97M-V/def2-TZVPD

XYZ file:
```
35
Properties=species:S:1:pos:R:3:forces:R:3
C -1.667770 -0.302414 -2.024135 -0.5 -0.7 -0.5
N -1.507910 -0.351567 -0.577677 0.6 -1.9 0.0
C -0.657855 -1.184135 0.102908 -0.1 0.8 -0.7
O -0.906668 -1.394863 1.284153 0.2 -0.3 0.4
C 0.631433 -1.713414 -0.610995 -0.5 1.2 2.1
C 1.295428 -2.640492 0.394381 -1.2 -0.1 1.5
N 1.412774 -0.507996 -0.963569 -0.4 -1.7 -1.2
C 2.344241 -0.690718 -2.078672 -0.6 1.6 -0.1
H -1.547424 0.705737 -2.407007 -0.3 0.2 0.0
H -2.637763 -0.749638 -2.324480 0.2 0.7 0.3
H -0.973579 -0.907318 -2.619283 0.3 0.1 0.7
H -2.327715 -0.190349 0.008991 0.2 0.2 -0.8
H 0.208859 -2.265499 -1.447687 0.7 0.1 -0.6
H 2.025956 -3.314375 -0.010457 0.4 -0.2 -0.1
H 0.505180 -3.160920 0.973078 0.2 -0.6 -1.0
H 1.634190 -2.104031 1.294603 0.7 0.4 -0.8
H 1.855335 -0.063085 -0.165522 -0.3 -0.4 0.0
H 3.220660 -1.344906 -1.879288 -0.6 0.2 -0.5
H 1.740531 -0.875358 -2.990042 0.5 -0.9 0.5
H 2.647163 0.340433 -2.335986 0.7 -0.4 0.3
O 0.675727 1.967358 -0.354822 -0.2 0.7 0.0
H 0.000835 1.840727 -1.028085 0.1 -0.3 0.0
H 0.328200 1.536789 0.435662 0.3 -0.1 0.0
O -2.724544 -0.628057 3.262178 -0.9 -1.5 1.0
H -2.018238 -1.023410 2.730835 -0.1 1.3 -0.4
H -2.917171 0.299945 3.342064 0.8 0.3 -0.7
O 0.767041 4.606530 0.210094 0.4 -0.8 0.2
H 1.065529 4.264948 1.070649 -0.2 0.6 -0.1
H 0.870266 3.763369 -0.285850 -0.2 0.6 0.1
O -2.468335 1.790091 0.515837 -1.0 0.3 0.2
H -2.168559 2.518989 -0.034324 0.3 0.1 0.3
H -1.769827 1.507824 1.108734 0.2 0.4 0.0
O 1.021871 0.396690 2.218857 -0.1 0.1 0.2
H 0.262137 -0.111373 2.540459 0.1 -0.1 -0.2
H 1.780004 -0.015518 2.644414 0.1 0.1 0.0
```
Forces are in eV/Å.

Kohn-Sham gap ... 9.167 eV
SMILES ... CNC(=O)[C@H](C)NC.O.O.O.O.O
Relative energy (zero: lowest compared OMol25 entry of this formula, charge and spin) ... 68.90 kcal per mole
LUMO energy ... 0.3 eV
Spin multiplicity ... 1

Atom charges from the natural (NBO) analysis, given in e for atoms 1 to 8:
1 C -0.418
2 N -0.626
3 C 0.725
4 O -0.720
5 C -0.147
6 C -0.648
7 N -0.639
8 C -0.428


Record 2
Molecular formula: C3H12NO
Method: DFT, wB97M-V/def2-TZVPD

XYZ file:
```
17
Properties=species:S:1:pos:R:3:forces:R:3
C 0.823468 -1.009675 -2.334926 0.0 -0.2 -0.2
O -0.525050 -0.515863 -2.217004 0.2 0.1 0.3
H 1.562586 -0.240596 -2.123646 0.0 0.2 0.0
H 0.994948 -1.412477 -3.332495 0.0 0.0 0.0
H 0.949490 -1.817351 -1.621460 -0.1 -0.1 0.1
H -0.636168 0.209206 -2.840671 -0.1 -0.1 -0.1
C 0.273762 0.897663 2.376933 0.0 0.4 -0.1
C 0.117221 -0.008476 1.172766 0.1 -0.4 -0.1
N -1.106244 0.325870 0.372451 -0.8 -0.3 -0.2
H 0.522308 0.317701 3.253764 0.2 0.0 0.2
H -0.638449 1.438779 2.618855 -0.3 -0.1 0.0
H 1.024742 1.664945 2.206324 0.1 -0.1 0.1
H -0.019143 -1.053624 1.457103 0.0 0.1 0.0
H 0.968453 0.017693 0.493698 -0.1 0.2 0.0
H -1.938368 0.023572 0.881299 0.0 0.1 0.1
H -1.242003 1.320633 0.191809 0.3 0.1 0.1
H -1.131554 -0.158000 -0.554799 0.5 0.2 -0.1
```
Forces are in eV/Å.

Kohn-Sham gap ... 11.725 eV
Relative energy (zero: lowest compared OMol25 entry of this formula, charge and spin) ... 19.39 kcal per mole
Total charge ... +1
LUMO energy ... -3.4 eV
Spin multiplicity ... 1

Atom charges from the natural (NBO) analysis, given in e for atoms 1 to 8:
1 C -0.262
2 O -0.762
3 H 0.176
4 H 0.205
5 H 0.192
6 H 0.492
7 C -0.647
8 C -0.221